# C6H9N

An isolated molecule of C6H9N (ωB97M-V/def2-TZVPD, OMol25).

Calculated values
**F_max**: 0.3 eV/Å
**ΔE to the lowest compared entry with this formula, charge and spin**: 67.1 kcal/mol
**Calculated total energy**: -7855.25185 eV
**HOMO-LUMO gap**: 10.3057 eV
**HOMO energy**: -9.278 eV

Structure (ORCA input):
```
! wB97M-V def2-TZVPD RIJCOSX def2/J DEFGRID3
* xyz 0 1
C 1.045 -0.901 1.355
C 0.136 -0.017 0.536
C -1.099 0.259 0.873
C -2.330 0.576 1.176
C 0.718 0.620 -0.696
C 0.103 0.372 -2.019
N 1.410 -0.196 -1.691
H 1.419 -1.737 0.751
H 0.528 -1.311 2.226
H 1.922 -0.340 1.699
H -2.552 1.451 1.783
H -3.173 -0.016 0.826
H 1.208 1.578 -0.521
H 0.108 1.138 -2.789
H -0.758 -0.293 -2.037
H 1.313 -1.183 -1.471
*
```


# C3H22NO7

A cluster of 8 separate species, C3H22NO7 in total at a distorted geometry (ωB97M-V/def2-TZVPD, OMol25).

Calculated values
**F_max**: 6.1 eV/Å
**ΔE to the lowest compared entry with this formula, charge and spin**: 59.5 kcal/mol
**Calculated total energy**: -19282.48461 eV
**HOMO-LUMO gap**: 9.8147 eV
**HOMO energy**: -13.794 eV

Structure (ORCA input):
```
! wB97M-V def2-TZVPD RIJCOSX def2/J DEFGRID3
* xyz 1 1
C 1.286 2.413 -1.702
C 2.124 2.018 -0.532
C 0.143 1.643 0.831
N 1.355 1.313 0.497
H 0.733 1.579 -2.231
H 0.514 3.147 -1.356
H 1.837 3.020 -2.575
H 2.778 1.153 -0.922
H 2.756 2.781 -0.012
H -0.356 1.159 1.601
H -0.378 2.408 0.266
H 1.828 0.600 1.061
H -2.674 -1.216 -2.367
H -2.457 -1.099 -0.757
O -3.123 -1.066 -1.559
H -3.515 -0.879 2.321
H -2.407 -0.345 3.150
O -2.580 -0.754 2.327
H -1.494 -1.458 1.099
H -0.199 -2.282 1.273
O -0.726 -1.764 0.653
H -2.987 2.231 -0.371
H -2.325 0.968 -0.906
O -2.359 1.642 -0.105
H -0.174 -1.947 -1.536
H 0.034 -2.597 -2.850
O -0.474 -1.833 -2.542
H 1.910 -1.391 2.266
H 1.813 -0.514 3.256
O 2.099 -0.481 2.406
H 2.315 -2.163 0.066
H 2.517 -3.259 -0.785
O 2.183 -3.028 0.034
*
```


# C5H21NO7

A cluster of 6 separate species, C5H21NO7 in total at a distorted geometry (ωB97M-V/def2-TZVPD, OMol25).

Calculated values
**F_max**: 1.9 eV/Å
**ΔE to the lowest compared entry with this formula, charge and spin**: 68.9 kcal/mol
**Calculated total energy**: -21346.63839 eV
**HOMO-LUMO gap**: 9.2169 eV
**HOMO energy**: -9.150 eV

Structure (ORCA input):
```
! wB97M-V def2-TZVPD RIJCOSX def2/J DEFGRID3
* xyz 0 1
C -3.238 -1.316 0.684
N -2.003 -1.349 1.450
C -0.772 -0.946 0.781
C 0.235 -0.582 2.021
C -0.049 0.910 2.329
O 1.571 -0.913 1.792
C -0.221 -2.015 -0.137
O 0.924 -1.890 -0.535
H -3.285 -1.881 -0.277
H -3.411 -0.276 0.444
H -4.087 -1.725 1.220
H -1.852 -2.200 1.962
H -0.679 -0.020 0.109
H -0.164 -1.075 2.925
H -0.379 1.388 1.402
H -0.860 0.978 3.055
H 0.838 1.463 2.661
H 1.724 -1.102 0.860
H -0.811 -2.857 -0.527
H 1.474 3.954 -0.899
H 1.689 2.534 -0.730
O 1.505 3.311 -0.177
H -2.226 3.202 0.936
H -2.520 1.726 0.622
O -2.781 2.458 1.188
H 2.957 0.539 -1.857
H 2.797 1.226 -3.233
O 2.697 1.357 -2.288
H 1.686 -1.498 -3.377
H 1.999 -1.450 -1.789
O 2.357 -1.450 -2.697
H 0.039 0.448 -3.052
H -0.943 1.593 -2.643
O -0.758 0.648 -2.557
*
```


# C35H26BiF3N4O7S3

A structure of composition C35H26BiF3N4O7S3 at a distorted geometry (ωB97M-V/def2-TZVPD, OMol25).

Calculated values
**F_max**: 1.3 eV/Å
**ΔE to the lowest compared entry with this formula, charge and spin**: 8.9 kcal/mol
**Calculated total energy**: -103508.76031 eV
**HOMO-LUMO gap**: 8.3688 eV
**HOMO energy**: -8.723 eV

Structure (ORCA input):
```
! wB97M-V def2-TZVPD RIJCOSX def2/J DEFGRID3
* xyz 0 1
Bi 0.330 0.383 -0.366
O -0.557 -1.000 1.678
C 0.689 -1.575 2.117
C 1.688 -0.391 2.355
O 2.468 -0.400 3.273
O 1.577 0.569 1.498
C 0.479 -2.454 3.336
C -0.799 -2.789 3.767
C -0.977 -3.678 4.813
C 0.118 -4.237 5.448
C 1.393 -3.896 5.028
C 1.576 -3.024 3.971
C 1.214 -2.489 1.020
C 2.540 -2.479 0.602
C 2.983 -3.413 -0.321
C 2.110 -4.350 -0.843
C 0.792 -4.368 -0.422
C 0.347 -3.447 0.507
H -0.856 -0.396 2.376
H -1.668 -2.372 3.279
H -1.978 -3.939 5.124
H -0.023 -4.942 6.255
H 2.258 -4.321 5.515
H 2.569 -2.770 3.639
H 3.229 -1.750 0.999
H 4.018 -3.424 -0.626
H 2.460 -5.070 -1.567
H 0.121 -5.120 -0.807
H -0.675 -3.469 0.854
F -3.382 4.483 0.365
C -4.107 3.488 -0.152
F -4.468 2.681 0.861
F -5.246 4.047 -0.594
C -3.393 2.728 -1.237
C -3.931 2.636 -2.508
C -3.296 1.851 -3.463
C -2.126 1.203 -3.104
N -1.585 1.321 -1.906
C -2.184 2.056 -0.966
S -1.369 2.094 0.547
H -4.846 3.160 -2.740
H -3.706 1.748 -4.453
H -1.601 0.552 -3.790
C 3.815 -0.297 -2.054
C 2.745 -1.156 -2.594
N 1.531 -1.206 -2.175
C 0.753 -2.107 -2.842
C 1.423 -2.775 -3.831
S 3.052 -2.255 -3.922
C -0.623 -2.362 -2.452
C -1.394 -3.388 -2.932
S -2.924 -3.411 -2.159
C -2.435 -2.018 -1.226
N -1.249 -1.610 -1.502
C -3.343 -1.402 -0.234
H 3.449 0.232 -1.179
H 4.116 0.446 -2.793
H 4.692 -0.891 -1.802
H 1.049 -3.515 -4.507
H -1.150 -4.124 -3.670
H -3.977 -2.158 0.222
H -3.991 -0.662 -0.706
H -2.753 -0.904 0.530
O 2.696 3.327 -2.393
C 1.970 3.019 -1.474
O 1.728 1.764 -1.195
C 1.360 4.081 -0.608
C 1.204 3.906 0.764
C 0.751 4.958 1.539
C 0.439 6.170 0.934
C 0.574 6.348 -0.439
C 1.042 5.301 -1.204
N -0.004 7.280 1.744
O -0.247 8.326 1.181
O -0.099 7.108 2.939
H 1.471 2.964 1.221
H 0.633 4.862 2.606
H 0.320 7.298 -0.883
H 1.193 5.413 -2.267
*
```


# C41H32F2N3O

A cluster of 2 separate species, C41H32F2N3O in total at a distorted geometry (ωB97M-V/def2-TZVPD, OMol25).

Calculated values
**F_max**: 1.9 eV/Å
**ΔE to the lowest compared entry with this formula, charge and spin**: 0.0 kcal/mol
**Calculated total energy**: -54980.02601 eV
**HOMO-LUMO gap**: 2.0203 eV
**HOMO energy**: -8.276 eV

Structure (ORCA input):
```
! wB97M-V def2-TZVPD RIJCOSX def2/J DEFGRID3
* xyz 1 1
F 2.157 -3.062 -1.862
C 2.420 -2.481 -0.667
C 3.729 -2.346 -0.234
C 4.003 -1.760 0.986
C 2.978 -1.309 1.776
C 1.629 -1.425 1.374
C 0.647 -0.914 2.260
C -0.766 -0.810 2.190
C -1.413 -0.148 3.256
C -2.775 0.012 3.278
C -3.545 -0.476 2.242
C -2.951 -1.131 1.176
F -3.712 -1.602 0.159
C -1.586 -1.296 1.153
C 1.390 -2.026 0.122
H 4.522 -2.706 -0.864
H 5.024 -1.655 1.315
H 3.200 -0.848 2.724
H 1.061 -0.503 3.168
H -0.818 0.248 4.061
H -3.244 0.528 4.101
H -4.614 -0.355 2.244
H -1.185 -1.821 0.315
H 0.404 -2.152 -0.265
C -3.033 -6.056 2.531
O -1.662 -6.079 2.208
C -0.837 -6.283 3.348
C -1.099 -5.471 4.543
C -1.309 -6.028 5.816
C -1.543 -5.221 6.904
C -1.582 -3.845 6.757
C -1.410 -3.279 5.508
C -1.184 -4.077 4.414
C 0.194 -7.217 3.250
N 1.187 -7.585 4.187
C 1.520 -6.965 5.443
C 1.606 -7.750 6.586
C 1.905 -7.177 7.800
C 2.141 -5.818 7.881
C 2.105 -5.037 6.742
C 1.804 -5.607 5.526
N 1.963 -8.590 3.724
C 1.574 -8.845 2.501
C 2.190 -9.871 1.665
C 2.327 -9.720 0.283
C 2.950 -10.690 -0.469
C 3.436 -11.832 0.139
C 3.314 -11.996 1.505
C 2.706 -11.023 2.262
N 0.486 -8.002 2.134
C -0.334 -8.155 0.958
C -0.163 -7.330 -0.151
C -0.957 -7.489 -1.264
C -1.938 -8.463 -1.280
C -2.125 -9.279 -0.181
C -1.328 -9.129 0.930
H -3.624 -6.191 1.624
H -3.265 -6.861 3.229
H -3.285 -5.092 2.975
H -1.304 -7.099 5.925
H -1.715 -5.659 7.874
H -1.756 -3.217 7.614
H -1.450 -2.210 5.391
H -1.048 -3.642 3.439
H 1.440 -8.810 6.494
H 1.961 -7.792 8.683
H 2.366 -5.372 8.834
H 2.314 -3.982 6.805
H 1.788 -5.016 4.626
H 1.962 -8.823 -0.183
H 3.069 -10.558 -1.532
H 3.916 -12.595 -0.450
H 3.694 -12.885 1.981
H 2.610 -11.132 3.329
H 0.593 -6.564 -0.115
H -0.815 -6.850 -2.121
H -2.561 -8.581 -2.150
H -2.897 -10.032 -0.192
H -1.463 -9.751 1.797
*
```


# C6H8N2S

An isolated molecule of C6H8N2S at a distorted geometry (ωB97M-V/def2-TZVPD, OMol25).

Calculated values
**F_max**: 2.8 eV/Å
**ΔE to the lowest compared entry with this formula, charge and spin**: 140.9 kcal/mol
**Calculated total energy**: -20160.92963 eV
**HOMO-LUMO gap (alpha / beta)**: 7.5332 / 7.4821 eV
**HOMO energy (alpha / beta)**: -7.361 / -7.096 eV

Structure (ORCA input):
```
! wB97M-V def2-TZVPD RIJCOSX def2/J DEFGRID3
* xyz 0 1
C -1.030 -1.511 -0.029
C 1.049 0.225 0.046
C -1.584 0.925 0.132
C -0.902 -2.659 -0.653
C -2.527 1.780 0.431
C 3.456 0.617 0.032
N 2.189 -0.093 0.276
N -1.870 -0.461 0.131
S 0.015 1.553 -0.315
H -1.655 -3.354 -1.042
H 0.154 -3.011 -0.419
H -2.232 2.850 0.559
H -3.526 1.292 0.565
H 3.410 1.562 0.534
H 3.572 0.778 -1.098
H 4.258 0.048 0.377
H -2.776 -0.543 0.474
*
```


# C25H29BrI2N7O5SV

A structure of composition C25H29BrI2N7O5SV (ωB97M-V/def2-TZVPD, OMol25).

Calculated values
**F_max**: 0.6 eV/Å
**ΔE to the lowest compared entry with this formula, charge and spin**: 23.6 kcal/mol
**Calculated total energy**: -169826.81541 eV
**HOMO-LUMO gap (alpha / beta)**: 7.2417 / 7.7334 eV
**HOMO energy (alpha / beta)**: -10.797 / -10.799 eV

Structure (ORCA input):
```
! wB97M-V def2-TZVPD RIJCOSX def2/J DEFGRID3
* xyz 1 2
V -0.184 -0.776 -0.104
I -1.919 1.700 3.194
C -1.039 3.546 3.780
I 1.046 3.708 3.423
H -1.199 3.663 4.843
H -1.523 4.334 3.220
N -2.749 2.010 -1.667
C -2.006 0.941 -1.434
O -1.187 0.929 -0.488
C -2.114 -0.295 -2.262
C -0.811 -1.063 -2.071
H -2.676 2.810 -1.059
H -3.395 2.038 -2.435
H -2.345 -0.071 -3.305
H -2.951 -0.867 -1.850
H -0.007 -0.670 -2.691
H -0.952 -2.128 -2.243
N 3.332 -0.104 7.143
C 2.597 -0.680 6.159
C 2.310 -2.056 6.196
C 1.555 -2.640 5.206
C 1.080 -1.845 4.165
C 1.349 -0.474 4.103
C 2.098 0.100 5.097
S 0.202 -2.583 2.892
O 0.032 -3.986 3.080
O -1.164 -1.806 2.981
N 0.762 -2.118 1.508
C 1.334 -2.957 0.589
N 2.142 -3.968 0.856
C 2.673 -4.572 -0.202
C 2.439 -4.166 -1.511
C 1.573 -3.111 -1.690
N 0.993 -2.531 -0.642
H 3.770 -0.667 7.848
H 3.618 0.855 7.067
H 2.689 -2.659 7.011
H 1.334 -3.699 5.220
H 0.970 0.120 3.279
H 2.313 1.163 5.073
H 3.330 -5.407 0.013
H 2.911 -4.657 -2.348
H 1.326 -2.726 -2.671
C -3.676 -2.583 3.664
C -3.344 -2.673 2.172
C -4.481 -2.071 1.342
C -3.127 -4.143 1.773
C -2.070 -1.932 1.832
N -1.716 -1.455 0.749
H -4.638 -3.066 3.838
H -3.752 -1.545 3.996
H -2.927 -3.087 4.272
H -5.402 -2.618 1.544
H -4.259 -2.143 0.277
H -4.641 -1.021 1.595
H -4.027 -4.713 2.004
H -2.293 -4.584 2.320
H -2.928 -4.225 0.703
Br 5.409 2.326 3.650
C 4.847 1.911 1.894
C 5.710 2.097 0.821
N 5.357 1.822 -0.432
C 4.130 1.359 -0.653
C 3.208 1.150 0.365
C 3.579 1.426 1.672
C 1.861 0.608 0.070
O 1.578 0.172 -1.072
O 0.992 0.510 1.000
H 6.713 2.475 0.978
H 3.862 1.144 -1.680
H 2.889 1.249 2.484
*
```


# C30H44BClIO11P2

A cluster of 2 separate species, C30H44BClIO11P2 in total at a distorted geometry (ωB97M-V/def2-TZVPD, OMol25).

Calculated values
**F_max**: 1.7 eV/Å
**ΔE to the lowest compared entry with this formula, charge and spin**: 0.0 kcal/mol
**Calculated total energy**: -94228.27032 eV
**HOMO-LUMO gap**: 7.0222 eV
**HOMO energy**: -5.175 eV

Structure (ORCA input):
```
! wB97M-V def2-TZVPD RIJCOSX def2/J DEFGRID3
* xyz -1 1
C 4.731 -0.361 1.685
C 3.393 -1.032 1.291
C 2.430 -1.136 2.478
O 1.130 -0.807 2.070
C 0.359 -0.204 3.087
C -0.846 0.530 2.555
O -1.616 -0.226 1.722
P -2.635 0.697 0.623
C -1.582 -0.040 -0.819
C -0.499 0.727 -1.495
O -0.637 1.808 -2.001
C 0.849 0.055 -1.686
C 1.921 0.848 -2.099
C 3.177 0.299 -2.340
C 3.390 -1.067 -2.178
C 2.324 -1.865 -1.774
C 1.073 -1.307 -1.523
C -3.646 1.687 -0.668
C -4.825 0.989 -1.324
C -6.195 1.116 -0.670
I -5.078 2.070 -3.279
O -3.392 1.342 2.054
C -4.423 2.265 2.047
C -4.047 3.746 1.849
C -3.799 -0.836 0.731
C -3.645 -1.978 -0.066
C -4.482 -3.092 0.038
C -5.522 -3.122 0.954
C -5.676 -2.015 1.784
C -4.831 -0.909 1.669
O -1.459 2.043 0.794
C -0.614 1.972 1.860
C -0.827 2.997 3.021
B -0.439 4.514 2.812
O -1.409 5.476 2.723
O 0.881 5.000 2.771
P 1.153 2.017 1.217
O 1.960 2.378 2.628
Cl 1.174 3.777 0.052
H 5.580 -0.877 1.249
H 4.847 -0.268 2.763
H 4.754 0.647 1.274
H 3.601 -2.009 0.870
H 2.900 -0.374 0.581
H 2.454 -2.142 2.914
H 2.790 -0.462 3.261
H -0.017 -0.991 3.755
H 0.934 0.478 3.718
H -1.381 0.793 3.478
H -2.266 -0.348 -1.616
H -1.165 -0.967 -0.452
H 1.779 1.906 -2.260
H 3.980 0.948 -2.658
H 4.370 -1.454 -2.401
H 2.486 -2.929 -1.663
H 0.274 -1.967 -1.227
H -3.840 2.726 -0.416
H -2.920 1.783 -1.468
H -4.603 -0.003 -1.688
H -6.958 1.069 -1.443
H -6.416 0.308 0.021
H -6.314 2.095 -0.222
H -4.899 2.220 3.036
H -5.254 2.047 1.378
H -4.866 4.235 1.315
H -3.156 3.881 1.246
H -3.971 4.266 2.797
H -2.871 -2.057 -0.812
H -4.335 -3.941 -0.616
H -6.202 -3.956 1.044
H -6.466 -2.010 2.521
H -5.014 -0.104 2.363
H -0.224 2.629 3.856
H -1.858 2.950 3.363
H -1.002 6.298 2.428
H 1.279 4.803 3.625
H 2.887 2.383 2.364
C 5.588 -5.259 -4.116
C 6.035 -4.023 -4.857
C 7.529 -3.798 -4.873
O 7.619 -2.374 -4.971
C 6.494 -1.853 -4.410
O 6.345 -0.709 -4.140
O 5.576 -2.832 -4.198
H 6.086 -6.145 -4.511
H 5.810 -5.168 -3.052
H 4.512 -5.396 -4.211
H 5.628 -4.020 -5.872
H 8.026 -4.271 -5.716
H 8.009 -4.115 -3.943
*
```


# C6H16CsO2

A structure of composition C6H16CsO2 at a distorted geometry (ωB97M-V/def2-TZVPD, OMol25).

Calculated values
**F_max**: 3.0 eV/Å
**ΔE to the lowest compared entry with this formula, charge and spin**: 0.8 kcal/mol
**Calculated total energy**: -11105.42061 eV
**HOMO-LUMO gap (alpha / beta)**: 9.1996 / 2.4144 eV
**HOMO energy (alpha / beta)**: -16.158 / -16.158 eV

Structure (ORCA input):
```
! wB97M-V def2-TZVPD RIJCOSX def2/J DEFGRID3
* xyz 2 2
Cs 0.442 -0.056 -0.437
C 0.154 -3.361 2.969
C -0.444 -3.609 1.575
C -1.623 -4.581 1.504
O -0.753 -2.368 0.916
H 0.525 -4.284 3.413
H -0.643 -3.174 3.690
H 0.924 -2.589 2.987
H 0.375 -4.028 0.990
H -2.372 -4.422 2.279
H -1.155 -5.556 1.640
H -2.136 -4.576 0.542
H -1.563 -1.995 1.270
C 1.575 4.572 -1.613
C 0.243 3.772 -1.719
C 0.192 2.917 -2.994
O 0.332 2.811 -0.661
H 1.361 5.505 -1.092
H 1.809 5.083 -2.546
H 2.428 4.071 -1.156
H -0.662 4.378 -1.670
H 0.964 2.147 -3.023
H 0.389 3.555 -3.855
H -0.782 2.453 -3.146
H 0.419 3.337 0.137
*
```